C15H34I2O6P2 in the gas phase. Source: the Open Molecules 2025 dataset; level of theory: ωB97M-V with the def2-TZVPD basis set.

Computed properties:
Gap between HOMO and LUMO: 8.8 eV
Molar mass: 626.2 g mol⁻¹
Highest occupied orbital energy: -9.00 eV
LUMO: -0.2 eV
Structure (SMILES): CCOCCOCCOCP(C)(I)(I)CCCP(=O)(OCC)OCC

Structure (XYZ):
```
59
Properties=species:S:1:pos:R:3:mulliken_charge:R:1
H 2.55 2.34 2.89 0.378
H 0.65 1.48 -2.95 0.400
P -0.39 -2.80 -1.19 0.720
O -2.84 3.01 -0.80 -0.347
H 5.42 -0.21 0.29 0.351
H -0.36 -2.00 2.76 0.454
I -2.16 -1.35 -0.03 -0.124
H 0.23 1.99 -0.94 -0.136
O 1.54 0.16 3.44 -0.415
O 2.11 -2.17 4.27 -0.813
C -0.86 -1.85 -2.76 -1.624
H -1.67 1.75 0.34 0.139
H -1.93 -1.95 -2.91 0.616
H -4.32 4.13 0.04 0.316
C 4.48 -0.76 0.21 -1.380
C 3.44 -0.27 1.20 1.017
C 1.39 -2.37 -1.33 -1.000
H 0.23 -1.21 1.31 -0.658
C -0.22 -3.83 0.41 -1.361
H 4.70 -1.81 0.40 0.334
H 2.53 0.06 0.68 -0.465
C 1.48 2.48 2.72 -1.318
C -0.45 2.83 -1.12 0.003
H 1.62 -1.52 -0.69 -0.123
H -0.32 2.11 -4.29 0.321
I -1.04 -4.91 -2.48 -0.188
C -3.97 3.10 0.05 -0.303
H 0.71 -4.05 2.28 0.505
H 4.13 -0.68 -0.82 0.325
H -3.68 2.87 1.08 0.319
C -1.23 0.50 -3.12 -0.263
H -6.06 2.57 -0.22 0.378
H 1.79 -3.38 1.10 0.303
P 1.86 -1.36 3.08 0.817
H -0.31 -2.32 -3.58 0.614
H -1.64 0.17 -4.08 0.420
H 3.80 0.58 1.78 0.180
H -2.06 0.73 -2.44 0.249
H 1.62 -2.10 -2.36 0.558
H 1.10 3.11 3.52 0.359
H 0.62 0.79 1.67 -0.511
H -1.22 -3.92 0.83 0.513
C -0.37 1.75 -3.26 -0.803
O -0.43 -0.54 -2.55 -0.045
H -4.98 2.01 -1.50 0.260
H -1.47 3.48 0.66 0.515
H -5.01 1.18 0.05 0.217
H -0.20 1.18 3.16 0.459
O 3.12 -1.32 2.11 -0.353
H 2.00 -3.22 -1.02 0.549
H 1.35 3.01 1.78 0.259
O -0.85 2.82 -2.48 -0.450
C 0.49 -1.94 2.07 0.638
C 0.77 -3.32 1.47 -0.902
C -1.63 2.74 -0.14 -0.449
C -5.07 2.16 -0.43 -1.037
H 0.12 3.75 -0.95 0.353
C 0.78 1.13 2.69 0.622
H 0.09 -4.82 0.08 0.609
```

=====

C27H46BrCoN3OP2 as an isolated structure in a non-equilibrium geometry. Source: the Open Molecules 2025 dataset; level of theory: ωB97M-V with the def2-TZVPD basis set.

Computed properties:
Gap between HOMO and LUMO (spin up / spin down): 7.1 / 5.6 eV
Molar mass: 629.5 g mol⁻¹
ΔE to the lowest compared entry with this formula, charge and spin: 0.00 kcal per mole
Spin multiplicity: 4
Highest occupied orbital energy (spin up / spin down): -13.11 / -13.11 eV
⟨S²⟩: 3.762
Total charge: +2
LUMO (spin up / spin down): -6.0 / -7.5 eV

Structure (XYZ):
```
81
Properties=species:S:1:pos:R:3:mulliken_spin:R:1
C -3.09 1.70 -1.42 0.074
P 1.21 0.34 -1.63 0.029
H -1.80 2.17 2.30 0.000
C -2.47 1.67 1.59 0.004
H 1.44 2.84 3.40 0.000
H 2.99 3.66 -1.38 0.000
C 2.31 -4.69 0.11 0.000
C -0.49 -3.75 0.15 -0.009
C -2.34 -2.49 1.25 -0.001
C 3.54 -1.25 -0.97 0.001
H -0.68 -0.21 -4.79 0.001
H -2.29 4.72 1.38 0.001
C 2.26 -1.17 -1.81 0.021
H 3.63 -0.87 2.52 0.000
H 4.74 0.07 3.55 0.000
H -0.20 -4.29 -0.75 0.000
C -3.98 -1.40 -0.11 0.013
N 2.93 0.99 3.18 0.000
H -4.14 3.09 1.66 -0.002
C -0.24 -0.49 -3.84 0.025
C -2.42 -2.87 -1.17 0.005
C -1.31 3.74 -0.31 0.029
H -4.58 3.24 -1.03 -0.002
H -4.08 -1.91 -2.20 -0.001
H 0.27 2.44 2.22 0.003
C 2.12 3.03 -1.13 -0.008
H -4.15 1.84 2.92 0.002
C -2.20 4.82 0.29 0.009
C 3.69 -0.21 3.39 0.000
O 1.44 0.26 1.57 0.001
H 4.22 -0.41 -1.19 0.001
H 4.12 -5.47 -0.78 0.000
H 4.08 -2.17 -1.22 0.002
H -3.91 -1.22 2.03 0.000
C 4.01 -4.03 2.15 0.000
H 2.33 -3.14 3.15 0.000
H 1.60 0.71 -3.93 0.005
H 0.02 -3.15 2.14 0.000
H 2.99 1.22 -0.31 0.001
H -1.05 -0.72 -3.12 0.004
H -2.04 -3.37 -2.06 0.002
N 1.23 2.36 2.53 0.000
H -3.20 4.81 -0.15 -0.001
H 1.82 3.23 -0.09 0.002
C 0.66 0.64 -3.38 0.022
H -1.93 -2.71 2.23 0.000
H -1.74 5.79 0.07 0.000
H 3.29 -1.27 0.10 0.001
N 4.50 -4.67 1.09 0.000
H 3.33 1.43 -2.02 0.005
H -0.29 3.78 0.12 -0.004
C 2.54 1.57 -1.26 0.024
Br -5.53 -0.22 -0.27 0.002
H -3.75 0.86 -1.13 -0.044
C 1.78 -3.96 1.19 0.001
H -2.44 1.30 -2.29 -0.023
H -4.60 1.43 1.25 -0.002
H -3.50 3.63 -2.40 -0.003
H 3.31 -0.77 4.25 0.000
H 3.12 1.77 3.79 0.000
H 0.35 -1.39 -4.02 0.003
C 3.69 -4.96 0.08 0.000
C -3.57 -2.09 -1.25 -0.001
Co -1.07 0.44 -1.48 2.645
H 1.30 3.26 -1.83 0.001
H 4.71 -3.82 2.95 0.000
P -1.87 2.02 -0.08 0.123
H 2.50 -1.25 -2.88 0.008
H -1.18 3.90 -1.39 -0.005
C -1.76 -3.05 0.08 0.008
C -4.03 2.82 -1.88 0.042
H -4.77 2.40 -2.58 0.001
C -3.46 -1.68 1.15 -0.011
C 0.38 -3.55 1.19 0.002
H 1.69 -5.05 -0.71 0.000
C 2.67 -3.65 2.26 0.000
H -2.33 0.59 1.74 -0.008
C 1.83 1.12 2.38 -0.003
C -3.92 2.04 1.86 0.017
H 0.18 1.63 -3.44 0.002
H 1.59 -2.02 -1.57 -0.013
```

=====

C4H6EuMgO5 as an isolated structure in a non-equilibrium geometry. Source: the Open Molecules 2025 dataset; level of theory: ωB97M-V with the def2-TZVPD basis set.

Computed properties:
Gap between HOMO and LUMO (spin up / spin down): 4.4 / 7.9 eV
Molar mass: 310.4 g mol⁻¹
Spin multiplicity: 9
Highest occupied orbital energy (spin up / spin down): -9.04 / -12.60 eV
⟨S²⟩: 20.007
Total charge: +1
LUMO (spin up / spin down): -4.6 / -4.7 eV

Structure (XYZ):
```
17
Properties=species:S:1:pos:R:3:mulliken_spin:R:1
H 1.73 1.05 2.46 0.000
H 0.08 1.05 3.21 0.000
H 1.03 -2.01 -0.84 0.000
Mg -0.29 1.38 -0.09 0.063
C 0.64 1.14 2.26 0.000
H -0.53 -1.21 -1.91 0.010
O -1.85 0.47 -1.61 -0.072
O -2.39 -0.82 -3.27 -0.009
C 1.23 -0.93 0.99 0.000
C 1.15 -0.95 -0.53 0.002
H 1.04 -1.95 1.36 0.000
O 0.28 2.23 1.54 -0.001
Eu -4.03 1.56 -3.09 8.073
C -1.73 -0.59 -2.28 -0.065
H 2.24 -0.62 1.29 0.000
O 0.24 -0.05 1.48 0.000
O 1.14 0.24 -0.98 0.000
```